# C4H4O2

An isolated molecule of C4H4O2 (ωB97M-V with the def2-TZVPD basis set, the Open Molecules 2025 dataset).

The SMILES is C#CCOC=O. The spin multiplicity is 1. The energy relative to the best compared isomer or geometry (same formula, charge and spin) comes out at 46.7 kcal/mol.

Each line ends with the Mulliken charge.
CARTESIAN COORDINATES (ANGSTROEM)
O -2.68291 0.55883 -0.03619  -0.437
O -0.74036 -0.21558 0.84251  -0.300
C 2.58513 -0.43689 -0.12764  0.216
C 1.47074 0.00481 -0.01598  -0.420
C 0.11495 0.56325 -0.00975  -0.566
C -1.96891 -0.34617 0.27875  0.182
H 3.57406 -0.83009 -0.24645  0.400
H -0.28446 0.48933 -1.02866  0.305
H -2.17154 -1.40550 0.06175  0.350
H 0.10330 1.61802 0.28166  0.270